Entry 1:
C13H23I2OP2Pt | ωB97M-V/def2-TZVPD

Results
LUMO (alpha / beta)	-9.600 / -14.362	eV
orbital gap (alpha / beta)	8.72 / 3.60	eV

Geometry as ORCA input:
```
! RIJCOSX wB97M-V def2-TZVPD def2/J DEFGRID3
* xyz 3 5
I -3.4810 4.8738 -1.0468
I -2.5410 0.6179 -3.7025
Pt -0.5396 0.4143 -0.4815
P 1.3097 1.4172 -1.4526
C 0.8298 2.7046 -2.6343
C 2.4179 2.2028 -0.2695
H 3.3472 2.5909 -0.7292
H 3.2443 0.6589 -2.7541
H 2.7006 1.5010 0.5218
H 2.5717 -0.6164 -1.7097
H 0.2862 3.4986 -2.1265
H 1.9086 3.0461 0.2147
C 2.3096 0.2263 -2.3537
H 1.7116 3.1613 -3.1322
H 1.7317 -0.1708 -3.1955
H 0.1742 2.2718 -3.3920
P -2.2001 -0.6968 0.7073
C -3.8584 -0.1186 0.2495
C -2.1653 -2.4654 0.3979
H -1.0777 -0.7651 2.8448
H -2.8129 -1.1043 3.0533
H -2.2423 0.5551 2.7618
C -2.0779 -0.4959 2.4920
H -1.1680 -2.8670 0.5902
H -2.8893 -3.0287 1.0138
H -4.6559 -0.6739 0.7834
H -4.0009 -0.2448 -0.8256
H -2.3973 -2.6563 -0.6555
H -3.9710 0.9350 0.4878
C -1.7415 1.5589 -1.2563
O -2.5248 2.3337 -1.6896
C 2.7558 -2.3517 2.1957
C 2.3081 -1.1086 2.6826
C 1.3927 -0.3393 1.9383
C 0.9153 -0.7995 0.7045
C 1.3543 -2.0229 0.2234
C 2.2600 -2.7956 0.9496
H 3.4775 -2.9665 2.7741
H 2.6925 -0.7624 3.6518
H 1.0463 0.6060 2.2993
H 0.9772 -2.3493 -0.7123
H 2.6220 -3.7744 0.5817
*
```


Entry 2:
C13H23N3O5 | ωB97M-V/def2-TZVPD

Results
structure (SMILES)	CNC(=O)[C@@H](CC(=O)O)NC(=O)[C@@H](CC(C)C)NC(C)=O
LUMO	0.443	eV
orbital gap	9.79	eV

Geometry as ORCA input:
```
! RIJCOSX wB97M-V def2-TZVPD def2/J DEFGRID3
* xyz 0 1
C -3.9791 -1.9148 -0.1928
N -2.8003 -1.3431 -0.8932
C -2.6717 -0.1724 -1.4310
O -3.5198 0.7469 -1.2406
C -1.3324 0.0624 -2.1247
C -1.3675 1.3080 -3.1049
C -2.3015 1.0305 -4.4212
O -2.5199 1.9182 -5.2648
O -2.8933 -0.1793 -4.4598
N -0.1133 0.0555 -1.3021
C 0.3732 -1.0548 -0.7476
O 0.3328 -2.1647 -1.2009
C 1.0909 -0.6511 0.5164
C 2.3319 0.1379 0.4293
C 3.2840 0.4194 1.6724
C 3.6665 -0.8229 2.5165
C 4.5662 1.1390 1.4323
N 0.2382 -0.3749 1.6957
C -0.3730 0.8382 1.8782
C -1.0939 0.9283 3.1506
O -0.4300 1.7574 1.0259
H -4.7713 -1.1956 -0.1839
H -3.6566 -2.3064 0.8329
H -4.5127 -2.7786 -0.5806
H -2.1223 -1.9854 -1.1800
H -1.1921 -0.8053 -2.7443
H -1.7596 2.2164 -2.6480
H -0.3385 1.4821 -3.3777
H -3.4979 -0.2581 -5.2525
H 0.0721 0.9259 -0.7141
H 1.3536 -1.6342 0.8557
H 2.0322 1.0672 0.0376
H 2.8689 -0.3640 -0.3656
H 2.7292 1.2436 2.2592
H 2.8149 -1.0967 3.0944
H 4.5706 -0.5693 3.0300
H 3.9142 -1.6551 1.8268
H 4.3017 2.2200 1.2037
H 5.0889 0.6653 0.6210
H 5.2436 1.2579 2.2774
H 0.3334 -0.9029 2.5065
H -0.4163 1.1794 3.9754
H -1.5918 -0.0345 3.4683
H -1.9521 1.6647 3.1242
*
```


Entry 3:
C13H24BrF3N3O3 | ωB97M-V/def2-TZVPD

Results
LUMO	-3.833	eV
orbital gap	6.87	eV

Geometry as ORCA input:
```
! RIJCOSX wB97M-V def2-TZVPD def2/J DEFGRID3
* xyz 1 1
F -0.8375 0.9724 5.4495
C -1.9523 1.4935 4.7026
F -2.6041 2.4392 5.5351
F -1.5810 1.9945 3.4295
C -2.9959 0.2571 4.4758
O -2.6380 -0.7333 5.4896
C -3.0754 -2.0655 5.0874
C -1.8600 -3.0484 4.7150
C -1.1178 -2.7010 3.3463
N 0.0115 -1.7876 3.2742
C 0.5337 -1.6747 1.9051
Br 2.0823 -0.5675 1.3455
C -0.3739 -2.5847 1.0383
N -1.3258 -3.1875 1.9963
H -2.8689 -0.2265 3.4462
H -4.0665 0.6436 4.6517
H -3.8355 -2.0001 4.2145
H -3.5885 -2.5131 6.0261
H -1.0795 -3.0493 5.5565
H -2.2868 -4.1166 4.6198
H 0.3917 -1.2895 4.1039
H -0.3319 -2.7627 -0.0920
H -2.0491 -3.8765 1.7059
C 3.1088 2.2727 -5.7823
O 3.1414 2.5240 -4.3847
C 2.0781 3.3740 -3.9475
C 1.1347 2.6010 -3.0255
N 0.3730 1.6001 -3.7746
C -0.3752 0.6773 -2.9210
C 0.4431 -0.2759 -2.0353
O 1.1899 -1.2397 -2.7685
C 2.4848 -0.8078 -3.1651
H 3.9995 1.6983 -6.0436
H 2.2274 1.6851 -6.0514
H 3.1215 3.2100 -6.3468
H 1.5375 3.8247 -4.7857
H 2.5386 4.1856 -3.3756
H 0.4412 3.3018 -2.5504
H 1.7414 2.1296 -2.2441
H 1.0129 1.0594 -4.3476
H -0.9931 0.0671 -3.5879
H -1.0654 1.2508 -2.2922
H -0.2723 -0.8499 -1.4343
H 1.0779 0.2550 -1.3180
H 2.9280 -0.1075 -2.4514
H 2.4468 -0.3634 -4.1622
H 3.1289 -1.6878 -3.2268
*
```


Entry 4:
C13H24Cl2O6S | ωB97M-V/def2-TZVPD

Results
structure (SMILES)	CC[C@H](Cl)[C@@H]1OS(=O)(=O)O[C@H]1Cl.C1CCOC1.C1CCOC1
LUMO	0.499	eV
orbital gap	10.07	eV

Geometry as ORCA input:
```
! RIJCOSX wB97M-V def2-TZVPD def2/J DEFGRID3
* xyz 0 1
C -4.2130 0.9654 1.8361
C -3.6514 1.8969 0.7651
C -2.1601 2.2646 0.8597
Cl -1.1972 1.0173 1.7092
C -1.7593 3.6189 1.4561
O -1.8257 3.6634 2.8856
S -3.1545 4.3479 3.4269
O -2.8063 5.4992 4.1713
O -4.0460 3.3752 3.9406
O -3.7170 4.7757 1.9648
C -2.6682 4.7848 1.0455
Cl -1.7341 6.3336 1.1582
H -3.9991 1.3097 2.8467
H -5.2966 0.9060 1.7228
H -3.8101 -0.0393 1.7167
H -3.7828 1.4080 -0.2030
H -4.2448 2.8127 0.7252
H -1.7316 2.2622 -0.1444
H -0.7481 3.8297 1.1176
H -3.0160 4.7935 0.0189
C 0.1584 -2.1270 -2.2038
C 1.1662 -1.1325 -2.7713
C 0.4013 0.1800 -2.6638
O -0.4483 0.0500 -1.5221
C -0.4771 -1.3109 -1.0866
H 0.6201 -3.0456 -1.8468
H -0.5869 -2.3828 -2.9606
H 2.0550 -1.1114 -2.1408
H 1.4780 -1.3576 -3.7902
H -0.2157 0.3555 -3.5522
H 1.0506 1.0454 -2.5194
H 0.0958 -1.3985 -0.1570
H -1.5112 -1.5896 -0.8787
C 4.6050 -4.3567 0.2386
C 4.9206 -2.8646 0.1655
C 4.4533 -2.5227 -1.2433
O 3.3596 -3.3987 -1.5257
C 3.2966 -4.4287 -0.5370
H 4.5103 -4.7355 1.2551
H 5.3807 -4.9320 -0.2709
H 4.3318 -2.3173 0.9046
H 5.9721 -2.6307 0.3256
H 5.2470 -2.6935 -1.9781
H 4.1136 -1.4905 -1.3402
H 2.4383 -4.2444 0.1190
H 3.1467 -5.3850 -1.0396
*
```


Entry 5:
C13H24F3MgNO14 | ωB97M-V/def2-TZVPD

Results
LUMO	0.342	eV
orbital gap	8.89	eV

Geometry as ORCA input:
```
! RIJCOSX wB97M-V def2-TZVPD def2/J DEFGRID3
* xyz 0 1
Mg 0.1302 0.5141 -0.3271
N 0.0503 0.8918 -2.8126
O 0.9178 0.3431 -2.1679
O 0.0297 0.9463 -4.0577
O -0.8620 1.3368 -2.1510
C 1.9917 -1.4653 1.2265
O 1.7518 -2.1715 0.0594
O 1.0209 -0.3850 1.1507
C 2.0434 -2.4242 2.4402
F 1.0216 -3.2366 2.5359
F 3.0493 -3.2595 2.3778
F 2.1574 -1.8542 3.6019
C 2.8365 -2.5098 -0.8694
C 2.2413 -3.6572 -1.7146
H 1.6808 -4.3110 -1.0464
H 1.4970 -3.2624 -2.4062
H 3.0164 -4.1160 -2.3284
H 3.6597 -2.9544 -0.3102
H 3.3016 -1.6779 -1.3982
H 2.9869 -1.0262 1.1568
C -2.7965 -2.2567 1.1192
O -2.7455 -2.6145 -0.2451
C -1.7545 -2.1067 -1.0274
O -0.9872 -1.1998 -0.7645
O -1.7999 -2.7370 -2.1512
C -1.2251 -2.2030 -3.3894
H -2.0791 -2.7718 1.7580
H -3.8096 -2.2485 1.5212
H -2.6195 -1.1908 1.2628
H -1.6911 -2.6690 -4.2576
H -0.1621 -2.4287 -3.3042
H -1.4462 -1.1573 -3.6032
C -2.0798 0.6774 3.4430
O -2.7332 1.5710 2.5154
C -2.4221 1.7540 1.1252
O -1.4388 1.3166 0.5715
O -3.4091 2.6318 0.6942
C -3.5652 3.0219 -0.6544
H -2.0684 -0.3534 3.0888
H -2.6135 0.8850 4.3704
H -1.0115 0.8811 3.5160
H -3.8402 2.1143 -1.1918
H -2.5944 3.3583 -1.0182
H -4.3403 3.7622 -0.8530
C -0.0653 4.4450 1.1606
O 1.2680 3.9675 1.1832
C 1.6206 3.0312 0.4509
O 0.9397 2.2909 -0.2691
O 2.9348 2.9190 0.5666
C 3.7051 2.1494 -0.3470
H -0.6040 4.4289 0.2132
H -0.1806 5.4583 1.5452
H -0.6770 3.7665 1.7552
H 3.1627 1.2914 -0.7444
H 4.5624 1.8141 0.2367
H 4.0443 2.6803 -1.2365
*
```


Entry 6:
C13H24F3NO3 | ωB97M-V/def2-TZVPD

Results
structure (SMILES)	CO[C@H](OC[C@H](C)C(C)C)[C@H](OC)C(F)(F)F.CC#N
LUMO	0.645	eV
orbital gap	10.42	eV

Geometry as ORCA input:
```
! RIJCOSX wB97M-V def2-TZVPD def2/J DEFGRID3
* xyz 0 1
C 1.8366 3.0885 0.9085
O 1.0956 2.0292 0.2028
C -0.2834 1.8890 0.6959
O -0.6091 0.5723 1.2667
C 0.3717 0.1376 2.2729
C 0.9828 -1.3021 1.7791
C 0.8501 -2.4715 2.9674
C 2.4883 -1.2317 1.1304
C 2.4783 -0.8039 -0.4850
C 3.5719 -0.3459 1.9858
C -1.3061 2.0822 -0.6131
O -1.5345 0.6896 -1.1239
C -2.9716 0.3761 -1.1570
C -0.6270 2.9112 -1.8534
F 0.3219 2.0810 -2.6846
F -0.0437 4.2329 -1.4660
F -1.7594 3.2454 -2.7963
H 2.7368 3.4358 0.2059
H 1.1791 3.9882 1.2779
H 2.3727 2.6138 1.8629
H -0.6115 2.7528 1.4518
H 1.1674 0.9409 2.5740
H -0.2507 -0.0904 3.2653
H 0.2641 -1.6825 0.9051
H 1.6616 -2.2989 3.7997
H -0.2609 -2.3786 3.3768
H 0.9854 -3.5088 2.3961
H 2.9015 -2.3515 1.1356
H 3.0782 0.2272 -0.5243
H 3.0791 -1.5498 -1.1595
H 1.3920 -0.6252 -0.9005
H 3.2037 -0.1929 3.0899
H 4.5663 -0.9857 2.0375
H 3.7722 0.7190 1.5415
H -2.3556 2.5003 -0.2749
H -3.5515 1.0502 -1.9390
H -3.4518 0.4089 -0.0748
H -3.0600 -0.7492 -1.5454
C -3.8328 -3.4416 -4.3965
C -4.1594 -2.8466 -3.0365
N -4.4303 -2.3532 -1.9082
H -4.7506 -3.7795 -4.8858
H -3.3499 -2.6892 -5.0263
H -3.1578 -4.2936 -4.2784
*
```


Entry 7:
C13H24N2O12P | ωB97M-V/def2-TZVPD

Results
LUMO	2.529	eV
orbital gap	7.93	eV

Geometry as ORCA input:
```
! RIJCOSX wB97M-V def2-TZVPD def2/J DEFGRID3
* xyz -1 1
O -2.8239 -2.9980 4.8943
O -0.1531 0.7779 1.5327
O -2.7560 -2.1514 1.6397
O 1.9266 -0.7401 -7.9288
O 1.0174 -0.9876 0.9473
O 4.8432 -0.0663 -2.0269
O 3.2403 0.7477 -3.3426
O 1.0755 2.2879 -0.1345
O -0.0283 2.3587 -2.7124
O -0.0650 0.1378 -6.8073
O 1.5121 -1.5147 -5.6382
O 2.3675 0.9017 -6.0153
C -2.3161 -2.0279 5.4338
C 0.1812 -0.4237 1.6837
C -2.9263 -1.2808 2.4868
N -4.1725 -0.8290 2.6757
N -1.8954 -0.9306 4.8073
C -2.1522 -2.0152 6.9351
C -4.6216 0.1927 3.6190
C 1.7388 1.7107 -5.0037
C 3.4419 0.1106 -2.0785
C 2.9843 1.0106 -0.9352
C 1.8622 1.0749 -3.6084
C 1.5211 1.3892 -1.1540
C 1.3548 2.0435 -2.5285
C -0.3606 -1.1962 2.8956
C -1.7604 -0.7283 3.3506
P 1.4421 -0.2840 -6.6157
H 5.2405 0.7332 -2.4044
H 0.6561 1.7341 0.5958
H -0.3677 2.6745 -1.8498
H -0.3912 -0.6511 -7.2528
H 2.4661 -1.6578 -5.6046
H -4.8597 -1.2759 2.0900
H -1.4867 -0.2157 5.3814
H -2.7752 -1.2292 7.3554
H -2.4595 -2.9833 7.3278
H -1.1057 -1.8395 7.1768
H -5.6416 0.4925 3.3766
H -3.9720 1.0676 3.5624
H -4.6007 -0.2107 4.6327
H 0.6842 1.9054 -5.2276
H 2.2410 2.6832 -4.9858
H 2.9210 -0.8536 -2.0255
H 3.0888 0.4778 0.0146
H 3.5994 1.9129 -0.8957
H 1.2521 0.1656 -3.5730
H 0.9059 0.4810 -1.1198
H 1.9440 2.9663 -2.5569
H 0.3442 -1.0298 3.7132
H -0.3716 -2.2682 2.6915
H -1.7892 0.3505 3.2059
*
```


Entry 8:
C13H24N4O2Ru | ωB97M-V/def2-TZVPD

Results
LUMO (alpha / beta)	-7.160 / -7.159	eV
orbital gap (alpha / beta)	6.80 / 6.80	eV

Geometry as ORCA input:
```
! RIJCOSX wB97M-V def2-TZVPD def2/J DEFGRID3
* xyz 2 1
Ru -0.3907 0.1733 0.1385
O -1.5284 -0.9720 -1.6686
N -0.7702 -0.0647 -2.0248
N 0.5739 -0.4151 -1.8206
O 1.1614 0.5486 -1.1468
C 1.2289 -1.6203 -2.2120
C 0.5645 -2.5911 -2.9519
C 1.2750 -3.7169 -3.3308
C 2.6121 -3.8625 -2.9764
C 3.2540 -2.8752 -2.2437
C 2.5609 -1.7419 -1.8484
H -0.4687 -2.4805 -3.2396
H 0.7816 -4.4850 -3.9092
H 3.1550 -4.7468 -3.2793
H 4.2974 -2.9833 -1.9831
H 3.0433 -0.9542 -1.2879
N -3.7556 4.1085 -0.6774
C -2.4255 4.2585 0.0370
C -1.8358 2.9378 0.5236
N -1.1631 2.1030 -0.4893
H -4.1928 5.0245 -0.8191
H -4.4124 3.5427 -0.1323
H -3.6654 3.6805 -1.6021
H -2.6207 4.9120 0.8853
H -1.7629 4.7800 -0.6532
H -2.5931 2.3342 1.0290
H -1.0967 3.1966 1.2799
H -0.3699 2.6060 -0.8880
H -1.7676 1.8696 -1.2744
C 0.1190 -1.7616 1.5083
C 0.5672 -0.6603 2.4856
C 2.0993 -0.5419 2.4832
C 0.0457 -0.9131 3.8978
C 0.0363 0.5763 1.8479
H 0.6529 -2.7034 1.6584
H 0.4478 -1.5693 0.4378
H -0.9485 -1.9803 1.5545
H 2.5346 -1.4807 2.8278
H 2.4297 0.2473 3.1590
H 2.4914 -0.3251 1.4875
H 0.4498 -1.8532 4.2743
H -1.0427 -0.9787 3.9252
H 0.3599 -0.1189 4.5754
H 0.0689 1.4963 2.4429
*
```


Entry 9:
C13H24N5O | ωB97M-V/def2-TZVPD

Results
structure (SMILES)	[H]/N=C(/C)Cc1[nH]c(CCO)[n+](C/C(C)=N/[H])c1CNC
LUMO	-3.270	eV
orbital gap	8.74	eV

Geometry as ORCA input:
```
! RIJCOSX wB97M-V def2-TZVPD def2/J DEFGRID3
* xyz 1 1
H 0.8235 4.4808 -2.4415
N 0.2255 3.7506 -2.8692
C -0.1724 2.8809 -1.9429
C -1.1162 1.6776 -2.4669
C 0.2602 3.0588 -0.3760
C -0.1724 1.7087 0.3725
N -1.5891 1.3983 0.6726
C -1.5005 0.1030 1.3101
C -2.8730 -0.5878 1.8073
C -3.5868 -1.3693 0.5825
O -3.3134 -0.7682 -0.7125
N -0.1675 -0.4119 1.4252
C 0.2692 -1.7420 2.0075
C 0.6933 -2.6389 0.7143
C -0.3874 -3.0153 -0.4464
N 1.9287 -3.0667 0.5238
H 1.9354 -3.5850 -0.3703
C 0.7775 0.5704 0.8744
C 2.3734 0.5033 0.8016
N 2.9162 -0.2541 -0.3646
C 4.4171 0.0147 -0.3280
H -2.2091 1.8284 -2.1106
H -1.1626 1.6321 -3.6206
H -0.7578 0.6451 -2.0989
H -0.1722 4.0038 0.1006
H 1.4187 3.0634 -0.3805
H -2.4144 1.9893 0.4644
H -3.5272 0.2698 2.2071
H -2.6079 -1.3139 2.6577
H -4.7161 -1.3330 0.7783
H -3.2046 -2.4519 0.6087
H -3.5170 0.1916 -0.6208
H 1.2054 -1.6527 2.6564
H -0.5906 -2.2994 2.5142
H -1.2659 -2.2702 -0.4872
H 0.1701 -2.9042 -1.4589
H -0.7446 -4.1018 -0.3860
H 2.7610 1.5856 0.7160
H 2.7347 -0.0234 1.7708
H 2.5420 0.0951 -1.2585
H 5.0366 -0.8895 -0.6480
H 4.6591 0.2630 0.7668
H 4.6212 0.9650 -0.9445
*
```


Entry 10:
C13H25AlCl7F2MgN3O11S | ωB97M-V/def2-TZVPD

Results
LUMO	-6.363	eV
orbital gap	1.44	eV

Geometry as ORCA input:
```
! RIJCOSX wB97M-V def2-TZVPD def2/J DEFGRID3
* xyz 0 1
C 3.6337 -2.7875 -2.1021
C 3.3053 -1.2351 -1.9277
C 2.0897 -0.7193 -2.8088
N 0.8148 -0.4705 -2.0674
C 0.3435 -1.7740 -1.5321
C -1.1390 -1.7711 -0.9619
C -2.1983 -0.8880 -1.7386
F -1.1898 -1.4383 0.4835
S 0.9746 0.7087 -0.8470
O 1.2366 0.1179 0.5198
O -0.1208 1.6937 -0.8112
F 2.3437 1.5808 -1.1878
H 2.6949 -3.3884 -1.9680
H 4.3246 -3.0632 -1.2473
H 4.1763 -2.9751 -3.0640
H 4.2560 -0.6867 -2.2137
H 3.1855 -1.0578 -0.8182
H 1.9470 -1.4781 -3.6396
H 2.4385 0.2198 -3.3367
H 0.3791 -2.5132 -2.3790
H 1.0127 -2.2083 -0.7165
H -1.5082 -2.8454 -1.0313
H -3.1612 -0.9768 -1.1429
H -2.4682 -1.2317 -2.7973
H -1.9530 0.2076 -1.7699
Mg -0.1726 -2.9286 1.3404
O -5.4895 -1.9054 -5.6261
Cl -5.2831 -2.0467 -4.2026
O -6.2769 -1.2867 -3.4842
O -3.9585 -1.5487 -3.8605
O -5.3703 -3.4417 -3.8345
O 2.4298 4.4638 -0.5848
H 2.4061 3.6264 -1.0612
Al 2.1234 0.4017 2.5143
C -0.8353 -2.2431 -5.5485
Cl 0.6816 -3.0903 -5.9179
Cl -0.5933 -0.4837 -5.7124
Cl -2.0976 -2.7765 -6.6620
Cl -1.3222 -2.5923 -3.8812
C 2.6838 3.3282 5.1486
C 3.0508 2.2281 6.1271
O 3.4594 1.1478 5.7385
N 2.9134 2.4698 7.4477
C 2.4460 3.6799 8.0971
H 2.8502 2.9845 4.1291
H 1.6311 3.5839 5.2587
H 3.3418 4.2426 5.3279
H 3.1784 1.6833 8.0291
H 3.2347 4.0436 8.7573
H 1.5672 3.4333 8.6946
H 2.1885 4.4574 7.3829
Cl 0.9662 0.2241 -7.3633
Cl 2.7283 5.5992 4.9489
C -8.1635 2.0540 -4.6499
C -8.4655 1.1712 -3.4904
N -8.7097 0.4890 -2.5834
H -7.0857 2.1889 -4.7398
H -8.5439 1.6031 -5.5662
H -8.6351 3.0264 -4.5072
C 2.4706 -2.0984 7.2739
O 2.2876 -1.3652 8.2852
O 2.1626 -1.4463 6.1083
O 2.8722 -3.2669 7.1874
H 1.9111 -0.6302 6.5851
*
```